Record 1
Computed, not measured: C42H96B3InO24 as an isolated structure, with ωB97M-V with the def2-TZVPD basis set.

Computed properties:
HOMO   -5.9 eV
Kohn-Sham gap   1.55 eV
E_LUMO   -0.161 Eh
Molecular weight   1132.5 g/mol

Last column: Löwdin charge in e.
Element x y z (Å)
1 In -1.9418 -0.2052 1.6560  0.725
2 O 4.3033 2.1230 2.5856  -0.143
3 O 0.6288 8.2471 -0.9866  0.003
4 O -2.3092 1.6804 -3.3439  -0.017
5 O -3.7197 2.0655 0.9672  -0.226
6 O 0.9256 -4.4561 1.6321  0.006
7 O 0.7033 -0.2210 3.9855  -0.215
8 O -2.2000 -4.6690 -6.1205  -0.133
9 O 0.3707 -2.3195 1.8927  0.107
10 O -1.0969 2.4408 3.2126  0.064
11 O -2.0831 -2.8680 3.5516  0.056
12 O 5.2456 -2.5463 -2.4787  -0.146
13 O 0.0768 4.3542 3.0525  0.022
14 O 2.4482 -2.8675 1.2225  -0.032
15 O -1.4934 -4.9396 3.1436  0.009
16 O -0.1243 6.1012 -0.9077  0.094
17 O -2.0471 -4.4664 -1.3091  0.017
18 O -3.7383 0.1401 -3.2853  0.021
19 O -2.6077 0.7023 -1.3294  -0.008
20 O 1.8922 6.7887 -1.7663  0.011
21 O -0.1186 -3.7491 -1.7725  -0.002
22 O -1.5165 -2.4096 -0.5269  0.041
23 O -0.9938 4.0240 4.8410  0.014
24 O -2.7269 -4.5025 4.9156  -0.024
25 O 1.4202 0.8804 -6.5567  -0.131
26 C 0.4623 3.9698 1.7298  -0.046
27 C 0.4635 0.3036 -5.6992  -0.216
28 C 3.7733 2.2140 1.2295  -0.212
29 C -3.3188 -4.2200 -0.6452  -0.033
30 C -5.0976 2.2738 1.4479  -0.168
31 C -2.1883 -3.3767 -6.7506  -0.185
32 C 6.7611 -1.0395 -3.4690  -0.156
33 C -2.1243 -4.0254 3.8384  -0.677
34 C -5.1520 3.7726 1.8494  -0.117
35 C -2.0309 -3.0637 -4.4518  -0.180
36 C 2.5504 1.3552 -5.8171  -0.188
37 C 2.2719 1.0023 -4.3682  -0.195
38 C -2.3385 -4.5173 -4.7240  -0.209
39 C 5.4726 -2.9916 -3.8028  -0.212
40 C 2.2314 5.3603 -1.9899  0.006
41 C -1.4363 -6.3212 3.7383  0.028
42 C -3.3759 3.3116 0.3715  -0.251
43 C 5.9704 1.2885 1.2506  -0.165
44 C 5.2750 1.0852 2.5618  -0.227
45 C 1.7896 0.8249 5.7067  -0.153
46 C -1.2537 -3.4183 -1.1446  -0.610
47 C 1.1705 -3.1419 1.5828  -0.598
48 C 0.9614 -2.8124 -1.8340  -0.022
49 C 0.7113 6.9392 -1.1882  -0.647
50 C -2.8934 0.7878 -2.5064  -0.612
51 C -0.7200 3.4882 3.6630  -0.644
52 C 2.0057 -5.3090 1.1657  -0.018
53 C -1.3361 2.5345 -2.7433  -0.076
54 C 1.6512 -0.6486 6.1176  -0.141
55 C -3.5240 -3.4698 5.6349  0.013
56 C -4.5503 -0.8167 -2.5522  -0.004
57 C 1.2344 -0.1216 -4.4794  -0.181
58 C -1.9448 3.2287 5.5965  -0.024
59 C 5.9011 -1.3002 -2.2639  -0.224
60 C 2.7247 -1.4657 1.1762  -0.031
61 C 0.6800 -1.2061 5.0445  -0.158
62 C 1.6641 0.7796 4.1908  -0.229
63 C -3.8334 4.3643 1.2962  -0.148
64 C -0.6200 8.6030 -0.2706  0.000
65 C -2.5353 -2.3576 -5.6777  -0.157
66 C 5.9496 -1.7622 -4.5864  -0.143
67 C 4.7898 1.6047 0.3323  -0.225
68 B -3.8567 -0.9494 0.9023  -0.168
69 B -0.3892 0.5162 0.5420  -0.051
70 B -3.4617 0.3226 3.3031  -0.316
71 H 2.8627 -5.2521 1.8467  0.102
72 H 7.7585 -1.4829 -3.3992  0.117
73 H 5.1098 -1.1854 -4.9674  0.098
74 H 0.6945 2.9036 1.6953  0.015
75 H 4.8126 0.0842 2.5655  0.102
76 H -4.3886 -0.6130 3.7078  0.025
77 H -5.1061 -0.3539 -1.7190  0.103
78 H -5.2543 -1.1510 -3.3110  0.101
79 H -4.8287 -2.7412 2.6780  0.187
80 H 4.5610 -3.4601 -4.1780  0.115
81 H 2.7354 1.2686 6.0556  0.117
82 H -2.8234 3.1789 4.9433  0.057
83 H -1.0643 -6.1976 4.7516  0.092
84 H -0.9164 2.5315 -0.3121  0.160
85 H 2.2876 -1.1221 0.2453  0.061
86 H 5.0486 2.2944 -0.4808  0.112
87 H 1.0312 -2.4089 -2.8399  0.067
88 H -2.6238 -2.7285 -3.6015  0.086
89 H -2.9951 -3.4344 -7.4881  0.118
90 H -2.1716 3.7790 6.4945  0.092
91 H 2.2895 4.7832 -1.0683  0.078
92 H 6.7875 0.0098 -3.7604  0.110
93 H -3.0848 -2.5162 5.3674  0.056
94 H -0.6907 8.0058 0.6422  0.095
95 H 0.9663 1.4411 6.0787  0.107
96 H -5.0923 3.9432 2.9266  0.107
97 H -3.5087 0.1523 7.1832  -0.155
98 H 6.5991 -2.0149 -5.4129  0.105
99 H 0.6967 -0.2877 -3.5498  0.049
100 H -3.2714 -3.8363 0.3909  0.079
101 H 3.4490 0.8813 -6.2394  0.116
102 H 3.8088 -1.3787 1.1069  0.091
103 H 2.6211 2.4320 -5.9540  0.112
104 H -3.9133 -3.5827 -1.3070  0.074
105 H 4.4833 0.6344 -0.0644  0.050
106 H -3.9231 -1.6652 -2.2723  0.064
107 H -2.3198 3.3787 0.1223  0.049
108 H 2.3285 -0.8715 2.0026  0.071
109 H -5.2652 1.6317 2.3023  0.069
110 H -3.9431 3.3556 -0.5849  0.140
111 H 1.5614 -6.3053 1.1123  0.095
112 H 5.9176 1.1579 3.4561  0.132
113 H 6.4136 -1.3412 -1.2986  0.114
114 H -0.4200 4.0548 1.0908  0.054
115 H -0.7317 1.9582 -2.0421  0.004
116 H 1.8949 -3.2948 -1.5239  0.098
117 H 3.1571 5.3410 -2.5644  0.093
118 H 6.2264 -3.7833 -3.7635  0.116
119 H 1.7958 -1.0434 -4.7018  0.115
120 H -3.8801 5.3459 0.8293  0.122
121 H 2.6268 0.4902 3.7338  0.103
122 H 1.2511 4.6018 1.3513  0.088
123 H 3.1532 0.7059 -3.8007  0.071
124 H -2.1396 -1.3582 -5.8312  0.104
125 H 1.7937 1.8351 -3.8313  0.087
126 H -3.8386 -5.2107 -0.6369  0.105
127 H -0.3117 1.0200 -5.4165  0.115
128 H 2.3440 -5.0768 0.1480  0.091
129 H -2.1779 -0.0664 3.9688  0.091
130 H 6.6731 2.1267 1.2767  0.119
131 H 1.0938 -2.1575 4.6475  0.115
132 H 0.7414 -2.0090 -1.1074  0.062
133 H -1.6365 -5.2148 -4.2417  0.127
134 H -3.0827 4.3688 2.0954  0.111
135 H -0.6656 -6.7809 3.1155  0.089
136 H 1.4233 4.9215 -2.5816  0.084
137 H -1.5343 2.2331 5.7858  0.078
138 H -2.3870 -6.8492 3.7581  0.095
139 H -4.5079 -3.4874 5.1888  0.075
140 H -3.5510 -3.6386 6.7142  0.096
141 H -1.4285 8.3400 -0.9478  0.090
142 H -6.0266 4.2585 1.4277  0.106
143 H -0.6821 3.0181 -3.4515  0.087
144 H 3.5554 3.2792 1.1848  0.115
145 H -6.4516 -3.7503 0.6947  0.038
146 H -3.4788 1.6784 4.0329  0.095
147 H 6.4610 0.3883 0.8711  0.106
148 H -0.8767 -0.5485 -2.0739  0.298
149 H -1.2168 -3.2026 -7.2379  0.121
150 H -3.6216 -2.3223 -5.5713  0.118
151 H -0.6426 9.6738 -0.0600  0.093
152 H -5.2309 -0.6363 0.9427  0.082
153 H 2.7029 -0.9894 6.1001  0.114
154 H 1.1744 -0.7891 7.0967  0.111
155 H 0.9161 1.0057 1.7391  0.103
156 H 2.8285 1.6790 1.0833  0.055
157 H 0.0243 -0.5160 -6.2707  0.112
158 H -3.4404 -0.8898 -0.0100  -0.150
159 H 2.7077 1.1821 -1.3900  0.173
160 H -0.3504 -1.4311 5.3412  0.108
161 H -3.3683 -4.7704 -4.4433  0.123
162 H -0.9747 -2.9641 -4.2068  0.109
163 H -5.8177 1.9677 0.6731  0.124
164 H 1.2222 1.6665 3.7009  0.101
165 H -1.8888 3.2703 -2.1567  0.080
166 H 5.1727 -0.4698 -2.1775  0.100

Record 2
Computed, not measured: one molecule with the formula C4H8S2, with ωB97M-V with the def2-TZVPD basis set.

Computed properties:
HOMO   -8.9 eV
Relative energy (zero: lowest compared OMol25 entry of this formula, charge and spin)   103.2 kJ/mol
Kohn-Sham gap   9.57 eV
SMILES string   C=C(CS)CS
E_LUMO   0.023 Eh
Molecular weight   120.2 g/mol

Last column: Löwdin charge in e.
Element x y z (Å)
1 S -1.6378 -1.4852 -0.4825  0.721
2 S 2.1467 -1.4111 -0.4194  0.676
3 C 1.2256 -0.2189 0.6177  -0.557
4 C 0.4177 1.5751 -0.8816  0.049
5 C 0.1334 0.5718 -0.0609  -0.500
6 C -1.2642 0.1504 0.2331  -0.532
7 H 1.0584 -2.1665 -0.6816  -0.182
8 H 0.8476 -0.7443 1.4855  0.059
9 H -0.4153 2.1575 -1.3319  0.083
10 H -2.6206 -1.7666 0.3707  -0.150
11 H -1.9418 0.9005 -0.1489  0.064
12 H 2.0378 0.5043 1.0124  0.103
13 H 1.4610 1.8357 -1.0447  0.073
14 H -1.4486 0.0974 1.3320  0.094

Record 3
Computed, not measured: C9H6N3O2S as an isolated structure, with ωB97M-V with the def2-TZVPD basis set.

Computed properties:
HOMO   -4.4 eV
Relative energy (zero: lowest compared OMol25 entry of this formula, charge and spin)   0.0 kJ/mol
Kohn-Sham gap   6.48 eV
Total charge   -1
E_LUMO   0.076 Eh
Molecular weight   220.2 g/mol

Last column: Löwdin charge in e.
Element x y z (Å)
1 S -4.4045 0.0499 1.4480  0.860
2 O 0.5214 -1.7379 -2.8736  -0.070
3 O 2.1034 -1.8981 -1.3328  -0.121
4 N -3.2189 1.2327 1.6628  -0.269
5 N -3.7002 -1.0940 0.4322  -0.255
6 N 2.3590 -0.1210 1.5499  0.072
7 C 1.6252 1.3288 -0.3149  -0.130
8 C -2.4340 -0.5582 0.2416  -0.337
9 C -1.3948 -1.2559 -0.5806  0.045
10 C -0.0654 -0.6680 -0.8064  -0.032
11 C -0.7822 1.3562 0.6712  0.015
12 C -2.1426 0.7759 0.9144  -0.327
13 C 2.6742 0.3667 0.3988  -0.240
14 C 0.9289 -1.4699 -1.7138  -0.653
15 C 0.2238 0.6641 -0.1490  -0.147
16 H 3.1607 -0.7270 1.7975  0.043
17 H 1.8784 1.5282 -1.3895  0.116
18 H 3.6395 0.0795 -0.0956  0.108
19 H -1.5975 -2.2482 -1.0476  0.117
20 H 1.6605 2.3162 0.2414  0.105
21 H -0.5485 2.3522 1.1401  0.103

Record 4
Computed, not measured: one molecule with the formula C17H21N3O3S, with ωB97M-V with the def2-TZVPD basis set.

Computed properties:
HOMO   -8.5 eV
Relative energy (zero: lowest compared OMol25 entry of this formula, charge and spin)   1755.3 kJ/mol
Kohn-Sham gap   8.80 eV
SMILES string   Cc1ccc(S(=O)(=O)NNC(=O)Nc2ccc(C)c(C)c2)c(C)c1
E_LUMO   0.010 Eh
Molecular weight   347.4 g/mol

Last column: Löwdin charge in e.
Element x y z (Å)
1 S -2.7156 1.8823 0.5785  0.824
2 O -0.5102 -0.4571 -2.1465  -0.102
3 O -1.8175 2.7683 1.1297  -0.302
4 O -4.1678 2.4476 0.9611  -0.395
5 N -2.1337 1.2730 -2.0679  -0.014
6 N -2.5755 2.1125 -1.2131  -0.206
7 N -0.0622 1.5958 -0.9967  0.109
8 C -1.3182 -2.4443 0.6436  -0.289
9 C -3.1599 -0.8325 0.1680  -0.359
10 C 3.2574 0.1843 -0.3379  -0.118
11 C 1.9388 0.3336 -0.7559  -0.035
12 C -0.9220 -3.8411 0.6419  0.010
13 C 2.9953 2.0944 0.7745  -0.157
14 C 3.6796 1.0838 0.6690  -0.198
15 C 5.1963 0.7448 1.1702  0.057
16 C -2.3415 0.0067 0.5308  -0.291
17 C 4.1254 -1.1228 -0.8062  0.013
18 C 1.3608 1.5062 -0.6359  -0.203
19 C -1.1660 -0.2092 1.2297  0.009
20 C 1.7544 2.3580 0.4537  0.028
21 C -2.5823 -2.0173 0.1645  0.035
22 C -0.7524 -1.5534 1.3285  -0.046
23 C -0.9036 0.7607 -1.6189  -0.426
24 C -4.5913 -0.4787 -0.0536  0.035
25 H -0.6124 -4.0378 -0.3898  0.109
26 H -0.3265 -3.9760 1.2454  -0.066
27 H -4.8254 0.4206 0.1343  -0.037
28 H -0.4259 2.6923 -0.6865  0.228
29 H -1.8358 -4.6953 0.6912  0.174
30 H 5.3767 1.5608 1.6634  0.012
31 H -2.7454 0.5549 -2.3683  0.124
32 H 0.3031 -1.6370 1.4078  0.131
33 H -0.5531 0.7045 1.4663  0.130
34 H 1.5831 -0.2531 -1.8696  0.204
35 H -3.4187 2.8089 -1.4252  0.184
36 H -3.5202 -2.8154 0.0429  0.190
37 H -5.3160 -1.1782 0.0964  0.053
38 H 4.9981 -1.0451 -1.2579  0.016
39 H 4.3079 -1.5993 0.0415  0.013
40 H 1.1667 3.1028 0.6371  0.059
41 H 5.9481 0.8003 0.3340  0.120
42 H -4.7384 -0.4560 -1.3121  0.172
43 H 3.4226 2.6844 1.5481  0.133
44 H 3.3974 -1.7791 -1.3950  0.104
45 H 5.2257 -0.0526 1.5849  -0.034

Record 5
Computed, not measured: C20H27BBr2ClO5Pb as an isolated structure, with ωB97M-V with the def2-TZVPD basis set.

Computed properties:
HOMO   -9.4 eV
Kohn-Sham gap   2.07 eV
Total charge   +1
E_LUMO   -0.271 Eh
Molecular weight   760.7 g/mol

Last column: Löwdin charge in e.
Element x y z (Å)
1 Pb -2.0773 -4.3662 1.8626  1.330
2 Br -0.1804 5.3738 2.3970  0.843
3 Br 1.9684 1.6198 3.8594  0.936
4 Cl -1.5381 2.4759 1.6500  0.709
5 O 0.7366 2.9464 0.4490  0.020
6 O 1.1405 -1.7283 2.3038  -0.004
7 O -0.0381 0.8682 -0.1651  0.001
8 O -0.4308 -1.9767 0.7527  0.087
9 O -0.6218 0.8352 -2.9520  -0.096
10 C 0.4838 0.8014 1.1763  -0.278
11 C 1.3104 2.0763 -1.9868  0.014
12 C 2.2976 -0.9841 1.8409  -0.143
13 C -3.8682 -0.2385 -0.5729  -0.058
14 C -2.6842 0.0942 -1.2248  0.010
15 C 0.0403 -4.4776 0.0943  -0.203
16 C 0.7636 4.0424 3.3357  -0.756
17 C 1.9187 0.2540 0.9919  -0.094
18 C -3.7689 -2.4291 -1.5271  -0.099
19 C 0.5220 -2.3987 1.3392  -0.561
20 C -4.4321 -1.4942 -0.7189  -0.093
21 C 1.6748 0.4119 -3.8244  -0.044
22 C -0.7092 -0.5351 -2.6927  -0.183
23 C 1.3372 4.5210 4.6262  -0.168
24 C -2.0179 -0.8402 -2.0247  -0.172
25 C 0.9046 2.8171 2.8408  -0.638
26 C -2.5725 -2.0980 -2.1584  -0.060
27 C 0.9870 -3.8157 1.0882  -0.163
28 C 0.3026 2.3115 1.5745  -0.756
29 C 0.6771 1.3830 -3.2162  -0.359
30 B 0.2688 2.1727 -0.7003  -0.697
31 H -5.3594 -1.7400 -0.2321  0.098
32 H 0.4239 -4.3666 -0.9084  0.113
33 H 2.8815 -1.6599 1.2192  0.122
34 H 2.9077 -0.7568 2.6984  0.086
35 H 0.0640 -0.8576 -1.9964  0.123
36 H 2.3971 4.7033 4.4815  0.092
37 H -2.3010 1.0889 -1.0869  0.093
38 H -0.0337 -5.5379 0.3455  0.077
39 H -0.6868 2.8113 -1.1776  0.202
40 H 2.0704 -0.2533 -3.0610  0.076
41 H -2.0976 -2.8639 -2.7543  0.113
42 H 1.6036 3.0820 -2.2673  0.114
43 H 1.2638 -0.1712 -4.6390  0.086
44 H 2.6513 1.0417 1.1207  0.121
45 H -0.1835 0.1974 1.7678  0.124
46 H 2.2266 1.5458 -1.7263  0.099
47 H 0.9433 -4.2890 2.0667  0.103
48 H 0.8377 5.4292 4.9281  0.057
49 H 2.0051 -3.8229 0.7136  0.136
50 H 1.1661 3.7969 5.4111  0.058
51 H 2.5229 0.9872 -4.1760  0.092
52 H -4.3740 0.4934 0.0335  0.108
53 H 2.0058 -0.0589 -0.0400  0.114
54 H -0.6704 -1.1323 -3.6032  0.130
55 H 0.5129 2.1656 -3.9502  0.146
56 H -0.9727 -4.0438 0.0865  -0.101
57 H -4.1991 -3.4108 -1.6723  0.093

Record 6
Computed, not measured: a 2-piece molecular cluster, C4H8NO3 overall, with ωB97M-V with the def2-TZVPD basis set.

Computed properties:
HOMO (spin up / spin down)   -10.3 / -10.3 eV
Relative energy (zero: lowest compared OMol25 entry of this formula, charge and spin)   126.7 kJ/mol
Kohn-Sham gap (spin up / spin down)   10.81 / 7.23 eV
2S+1   2
E_LUMO (spin up / spin down)   0.019 / -0.112 Eh
Molecular weight   118.1 g/mol

Last column: Löwdin charge in e.
Element x y z (Å)
1 O 3.3838 -0.1253 0.2867  0.233
2 O 3.6526 1.9395 -0.5866  0.065
3 O -2.6820 0.9218 -0.2372  0.059
4 N -2.2751 0.4228 1.9726  0.133
5 C -2.1072 0.1929 0.5229  -0.491
6 C 3.0968 0.8148 -0.5581  -0.611
7 C -1.4566 -1.1023 0.0592  0.003
8 C 1.9804 0.2914 -1.4094  -0.003
9 H -1.4789 -1.8983 0.7938  0.075
10 H 1.0234 0.8758 -1.2604  0.111
11 H -1.8006 -0.1939 2.5293  0.029
12 H -3.0039 0.9309 2.4273  0.084
13 H -0.3276 -1.2066 -0.1625  0.094
14 H -1.9317 -1.3837 -0.7491  0.019
15 H 2.2609 0.3219 -2.4778  0.099
16 H 1.6657 -0.8018 -1.1508  0.102

Table of E_tot (Eh), in record order: -3726.9015 -953.5473 -1059.4908 -1447.9958 -6979.9613 -437.5983
Table of maximum force (hartree/bohr), in record order: 0.2038 0.0399 0.0799 0.3391 0.0294 0.1185